Density functional theory data (ωB97M-V/def2-TZVPD) for a molecular structure, C26H22NaO2.

## Properties
- Energy: -1316.68948 hartree
- ΔE to the lowest compared entry with this formula, charge and spin: 33.8 kcal per mole
- Molar mass: 389.4 g/mol
- HOMO-LUMO gap: 4.20 eV
- HOMO: -2.00 eV
- Largest force on an atom: 3.9 eV Å⁻¹
- Total charge: -1

Geometry as XYZ:
```
51
Properties=species:S:1:pos:R:3:lowdin_charge:R:1
C -6.26 -0.38 3.43 -0.0997
C -5.28 -1.54 3.30 -0.1265
C -3.95 -0.88 3.22 -0.2077
C -4.17 0.50 3.25 -0.2906
O -5.44 0.89 3.34 -0.0479
C -3.03 1.38 3.18 0.0028
C -1.76 0.85 3.09 -0.0522
C -1.54 -0.55 3.03 -0.2417
C -0.26 -1.11 2.92 -0.1062
C 1.01 -0.47 2.92 -0.2464
C 2.19 -1.29 2.82 -0.0152
C 3.45 -0.73 2.99 -0.2301
C 3.63 0.64 3.22 -0.2990
O 4.91 1.02 3.41 -0.0542
C 5.76 -0.24 3.35 -0.0939
C 4.79 -1.39 3.11 -0.1126
C 2.45 1.50 3.26 0.0005
C 1.19 0.93 3.10 -0.0655
C -2.69 -1.41 3.10 -0.0028
H -7.00 -0.34 2.63 0.1081
H -6.77 -0.35 4.39 0.1084
H -5.34 -2.22 4.15 0.1126
H -5.46 -2.13 2.39 0.1149
H -3.19 2.45 3.22 0.0968
H -0.87 1.47 3.13 0.0337
H -0.24 -2.22 2.91 0.0921
H 2.08 -2.40 2.71 0.1291
H 6.49 -0.10 2.55 0.1137
H 6.29 -0.31 4.30 0.1111
H 4.78 -2.09 3.97 0.1216
H 5.06 -1.98 2.23 0.1191
H 2.59 2.58 3.46 0.1209
H 0.23 1.52 3.17 0.0670
H -2.56 -2.50 3.09 0.1091
C 1.68 2.14 -0.58 -0.1502
Na 2.58 0.45 0.89 0.3518
C 0.46 1.59 -0.16 -0.1408
C 0.38 0.25 -0.60 -0.0961
C 1.60 -0.09 -1.25 -0.2544
C 2.42 1.11 -1.30 -0.2644
C 3.78 1.00 -1.64 -0.0799
C 4.35 -0.25 -1.91 -0.1429
C 3.59 -1.42 -1.77 -0.1364
C 2.24 -1.34 -1.43 -0.0648
H 1.68 3.15 -1.02 0.0957
H -0.38 2.09 0.38 0.1074
H -0.52 -0.42 -0.45 0.1165
H 4.42 1.89 -1.68 0.1070
H 5.40 -0.33 -2.22 0.0861
H 4.08 -2.39 -1.93 0.0854
H 1.67 -2.28 -1.28 0.1103
```